An isolated molecule of Cl5H2NSi2 at a distorted geometry, computed with the ωB97M-V functional and the def2-TZVPD basis.

Geometry as XYZ:
```
10
Properties=species:S:1:pos:R:3:forces:R:3
Cl 1.454927 -2.737066 -0.390384 -0.224 -0.232 0.338
Cl -1.778985 -2.526836 0.269529 -0.236 -0.091 -0.134
Cl -2.062279 1.347326 1.653138 -1.372 0.458 0.737
Cl 0.287399 -3.075774 2.777646 0.209 -0.311 0.285
Cl -0.674417 1.259828 -1.260484 0.068 -0.164 -0.484
Si 0.059542 -2.176922 1.001579 0.479 2.535 -0.546
Si -0.314966 1.201236 0.728751 1.062 -0.840 -0.116
N 0.255962 -0.433608 1.253484 -0.147 1.231 -0.726
H 0.450610 2.561927 0.990706 -0.325 -1.934 0.086
H 0.877366 -0.161463 1.997967 0.484 -0.651 0.560
```
Positions in Å, forces in eV/Å.

Summary:
M: 249.5 g mol⁻¹
SMILES string: Cl[SiH](Cl)N[Si](Cl)(Cl)Cl
Orbital gap: 10.83 eV
LUMO: 0.34 eV
Calculated total energy: -2936.220483 hartree
Total charge: 0
Relative energy (zero: lowest compared OMol25 entry of this formula, charge and spin): 0.00 kJ/mol

Electronic structure analysis, Mulliken charges in units of e: Cl -0.215; Cl -0.199; Cl -0.202; Cl -0.195; Cl -0.216; Si 0.604; Si 0.478; N -0.188; H -0.095; H 0.229

***

C10H20O5Sn as an isolated structure at a distorted geometry, computed with the ωB97M-V functional and the def2-TZVPD basis.

Geometry as XYZ:
```
36
Properties=species:S:1:pos:R:3:forces:R:3
Sn 0.358067 -0.264767 -1.600725 -0.125 0.214 0.846
O 0.704967 -2.127467 0.266475 1.076 0.402 -0.135
O -1.735033 1.256633 -0.642325 -0.644 0.472 0.240
O -1.727733 -1.371667 -0.548025 1.237 0.960 -0.086
O 2.275967 -0.015567 0.256575 -0.523 -1.085 -0.003
O 0.767667 2.052733 -0.587825 -0.587 -1.444 -0.071
C -1.592433 2.652633 -0.453825 1.062 0.462 -0.001
C 2.772567 1.290933 0.557575 0.193 1.547 0.367
C 2.170567 2.317433 -0.413525 1.259 -0.180 -0.458
C 2.754767 -1.067367 1.069375 -0.235 -0.557 -0.760
C -0.359433 -3.023267 0.590075 -1.351 -0.446 0.326
C 1.971867 -2.369267 0.854575 -0.225 0.971 0.506
C -1.544433 -2.783067 -0.354225 0.455 -1.055 -0.524
C -3.035233 -0.833867 -0.603425 -1.035 -0.028 -0.464
C -3.016533 0.695333 -0.410525 -0.174 -1.110 0.017
C -0.143633 3.132133 -0.662425 -0.264 0.943 -0.498
H 2.350967 3.331633 -0.028225 -0.124 -0.281 -0.044
H -3.532233 -1.078767 -1.568725 0.345 0.066 0.315
H -3.345133 0.918533 0.625675 0.190 0.333 -0.011
H 2.547767 -3.065267 0.203275 0.020 -0.130 -0.117
H -1.328233 -3.260167 -1.330825 -0.267 0.270 0.303
H 2.504967 1.558033 1.594475 -0.010 -0.334 -0.208
H 2.680167 -0.788767 2.139275 -0.016 0.003 0.122
H 1.878267 -2.896667 1.821975 -0.050 -0.123 -0.207
H -1.907733 2.929733 0.572475 -0.272 -0.250 0.028
H -2.274733 3.222033 -1.115525 -0.242 -0.207 0.039
H -2.445133 -3.260967 0.053275 0.191 0.170 -0.002
H 2.683267 2.234433 -1.395125 -0.386 0.182 0.373
H 0.093367 3.900733 0.096975 -0.115 -0.323 -0.129
H 3.836467 -1.235767 0.893375 0.006 0.206 0.110
H -0.683133 -2.836467 1.630675 0.384 0.083 -0.111
H -0.060833 3.654933 -1.642125 0.012 -0.306 0.342
H -0.028033 -4.073667 0.527275 0.024 0.230 0.000
H -3.678433 -1.285167 0.174075 0.261 0.207 -0.122
H -3.786833 1.167333 -1.053925 0.169 0.251 0.063
H 3.873267 1.322733 0.483875 -0.239 -0.115 -0.044
```
Positions in Å, forces in eV/Å.

Summary:
M: 339.0 g mol⁻¹
Orbital gap (alpha / beta): 5.33 / 5.07 eV
LUMO (alpha / beta): -19.22 / -19.41 eV
Calculated total energy: -981.541529 hartree
Total charge: +4

Electronic structure analysis, Mulliken charges in units of e: Sn 1.427; O -0.123; O -0.053; O -0.266; O -0.158; O -0.248; C -0.408; C -0.503; C -0.578; C -0.485; C -0.505; C -0.440; C -0.628; C -0.558; C -0.414; C -0.562; H 0.476; H 0.401; H 0.440; H 0.390; H 0.273; H 0.430; H 0.461; H 0.434; H 0.443; H 0.463; H 0.481; H 0.286; H 0.391; H 0.461; H 0.419; H 0.405; H 0.527; H 0.395; H 0.469; H 0.458

***

C38H46F3FeN6SSeSi as an isolated structure at a distorted geometry, computed with the ωB97M-V functional and the def2-TZVPD basis.

Geometry as XYZ:
```
97
Properties=species:S:1:pos:R:3:forces:R:3
Se 1.173200 2.632900 -0.163800 0.315 -0.054 -0.197
Fe -0.110300 0.064900 0.463500 -1.912 -1.819 0.869
S 0.947900 -1.544300 -0.953600 -1.037 0.855 1.195
Si -2.294500 -2.754200 1.273900 -0.001 -0.473 0.551
F 4.473800 -3.906200 0.418500 0.287 0.108 0.199
F 2.406600 -3.886500 -0.116200 -0.148 0.094 0.086
F 3.915500 -3.895000 -1.652300 -0.037 0.098 -0.202
N -1.964800 -1.161400 0.692300 1.633 0.320 -0.402
N -2.291500 1.044500 0.404900 0.554 -0.260 0.224
N 0.399700 5.307600 -0.869000 0.295 -0.337 0.612
N 1.265800 5.166300 1.149300 -0.274 -0.127 -0.504
N 2.687700 0.299700 -0.426500 0.014 -0.361 0.034
N 7.216400 -0.843900 3.204700 0.062 -0.034 -0.034
C 0.983700 5.564700 -3.250000 0.131 -0.050 0.224
C 2.343100 4.867600 -3.267500 -0.159 -0.030 -0.152
C -5.045400 0.813100 0.628000 0.230 -0.087 0.002
C 5.053700 0.068300 -0.283600 0.043 -0.312 -0.022
C 3.315700 4.192300 2.151900 0.037 0.152 -0.257
C -3.643300 -3.792400 0.394100 0.455 0.607 0.236
C 4.927200 -1.311300 -0.327700 -0.070 0.282 -0.114
C -0.015800 8.883600 -0.008500 -0.107 0.030 -0.071
C -4.445600 2.057800 0.450800 0.134 0.131 -0.076
C 4.267400 5.291300 1.678800 -0.014 -0.127 0.200
C 1.887000 -0.349600 2.781400 2.399 -0.265 0.179
C 2.737600 0.772300 2.968600 -0.901 -0.497 -0.103
C -2.892500 -2.510500 3.084900 0.327 -0.313 -0.749
C 0.489000 -0.214800 2.715000 -1.825 0.275 -2.206
C -4.261900 -0.310200 0.696300 -0.052 0.144 -0.062
C 0.925600 6.484500 0.955900 -0.335 0.660 -0.499
C 4.095200 0.635700 3.038300 0.518 -0.405 0.160
C 2.543000 -1.026100 -0.566400 0.758 -0.002 -0.310
C 3.589200 -3.371900 -0.452700 0.030 -0.424 -0.179
C 3.891500 0.817700 -0.294700 0.217 0.035 -0.077
C -0.102800 7.775900 -0.832400 -0.003 -0.097 -0.014
C 1.863300 4.630400 2.347000 0.379 -0.501 0.374
C -2.856100 -0.177000 0.600800 0.193 0.216 -0.015
C -2.375900 3.432500 0.128800 -0.036 -0.025 -0.023
C 6.074300 -0.767200 3.092900 1.157 -0.072 0.050
C 4.670300 6.264200 2.779800 -0.008 -0.054 -0.245
C 0.371700 6.573200 -0.332800 0.193 0.512 0.583
C -3.065000 2.121900 0.333300 -0.436 0.408 0.011
C -0.684800 -3.746300 1.140000 -0.594 0.293 0.270
C 0.921700 4.448500 0.047300 -0.298 -0.205 0.111
C 2.253400 3.444900 -3.803500 0.069 0.093 0.126
C 3.666800 -1.873100 -0.451700 -0.270 0.107 -0.026
C 0.006700 4.993600 -2.218900 -0.119 -0.080 -0.713
C 1.005600 7.601000 1.774200 0.047 -0.090 -0.020
C 0.518900 8.795200 1.272800 0.043 0.031 0.061
C 3.869900 -1.766200 2.778300 0.679 0.328 0.270
C 4.684200 -0.638100 2.964500 -1.600 0.182 -0.081
C 2.514300 -1.622000 2.678100 -0.900 0.671 0.061
H 4.325800 -2.743800 2.725800 0.008 -0.052 -0.048
H 3.323200 3.375100 1.429700 -0.041 -0.028 0.084
H 0.048500 0.709600 3.082700 -0.018 -0.069 -0.029
H 1.121900 6.629100 -3.051900 -0.050 0.066 -0.088
H -6.120900 0.736300 0.708700 -0.068 -0.036 0.000
H 5.168900 4.808100 1.292800 -0.048 0.054 -0.075
H 5.107600 5.734800 3.623000 0.024 -0.053 0.129
H -2.122500 -2.064900 3.708000 0.172 0.081 0.095
H 0.185200 -3.142800 1.371800 0.108 0.119 0.031
H -4.691900 -1.289500 0.807200 -0.089 -0.125 0.042
H 1.891300 -2.491000 2.520900 -0.031 -0.095 0.004
H -0.700800 -4.594600 1.817100 -0.055 -0.219 0.166
H -0.038900 3.908100 -2.310200 -0.101 0.046 0.106
H 5.412000 6.964900 2.406700 0.062 0.152 0.021
H 4.735000 1.497300 3.165800 0.014 0.070 0.036
H -0.102300 -1.110200 2.872600 -0.049 0.085 0.043
H -1.658800 3.328900 -0.680700 0.094 0.074 -0.019
H 2.775300 4.858900 -2.264000 0.060 0.045 0.056
H -0.541500 7.845600 -1.815400 -0.007 0.005 -0.100
H 1.742700 2.793300 -3.099600 -0.059 -0.131 0.038
H 3.247000 3.035900 -3.966800 0.079 -0.103 -0.041
H 0.541900 9.677000 1.894000 0.066 0.080 0.051
H -0.384000 9.834100 -0.363500 -0.033 0.068 -0.022
H -3.091700 4.213400 -0.110200 -0.058 0.107 0.006
H 2.278900 1.744600 3.067500 0.002 0.121 -0.077
H -5.037300 2.958200 0.389600 0.004 0.069 -0.010
H 3.012800 5.448300 -3.905100 0.045 0.052 0.071
H -3.514300 -3.781800 -0.683600 0.043 0.008 -0.218
H 3.914400 1.896600 -0.217300 0.066 0.145 0.070
H 3.814900 5.839500 0.848500 0.044 -0.023 -0.100
H 6.017900 0.541100 -0.211200 0.149 0.063 0.039
H 1.713600 3.429000 -4.748800 -0.010 -0.048 -0.135
H -3.190000 -3.449600 3.538200 -0.080 -0.235 0.139
H -0.992500 5.406600 -2.389700 0.033 -0.105 0.092
H -4.650800 -3.453300 0.617200 -0.150 0.056 0.033
H 3.819500 6.839100 3.134700 -0.118 0.108 0.125
H 1.799000 5.394200 3.118700 -0.115 0.038 0.018
H -0.542600 -4.128000 0.134300 -0.003 -0.013 -0.210
H 1.271600 3.765700 2.663200 -0.021 0.133 0.006
H -3.568800 -4.823900 0.728000 0.086 -0.174 0.096
H -1.832800 3.710000 1.032800 0.099 0.064 0.006
H 5.798400 -1.948200 -0.262200 0.038 -0.030 0.028
H 3.669800 3.793500 3.102900 0.025 -0.071 0.124
H -3.751400 -1.844700 3.099000 -0.137 0.114 -0.028
H 0.526400 5.461900 -4.236100 -0.066 0.080 -0.020
H 1.426700 7.552400 2.765200 0.022 -0.027 0.126
```
Positions in Å, forces in eV/Å.

Summary:
M: 838.8 g mol⁻¹
Orbital gap (alpha / beta): 5.58 / 5.50 eV
LUMO (alpha / beta): -1.80 / -1.89 eV
Calculated total energy: -6456.599173 hartree
Total charge: 0
Relative energy (zero: lowest compared OMol25 entry of this formula, charge and spin): 178.02 kJ/mol
Multiplicity: 2

Electronic structure analysis, Mulliken charges in units of e: Se 0.802; Fe 0.699; S -0.581; Si -0.157; F -0.284; F -0.120; F -0.302; N -0.133; N -0.077; N 1.548; N 0.958; N 0.256; N -0.582; C -0.820; C 0.007; C -0.743; C -1.320; C 1.369; C -1.292; C -0.557; C -0.800; C -0.667; C -0.572; C 0.932; C 0.010; C -1.088; C -2.313; C -0.439; C 0.788; C -0.593; C 0.211; C 0.647; C -0.302; C -0.902; C -1.778; C 0.728; C -0.324; C 0.015; C -1.354; C 0.638; C 0.159; C -0.190; C -1.802; C -1.164; C 0.237; C -1.254; C -0.820; C -0.857; C -0.971; C 0.468; C 0.297; H 0.453; H -1.083; H 0.662; H 0.412; H 0.423; H 0.533; H 0.347; H 0.326; H -0.652; H 0.243; H 0.291; H 0.537; H 0.356; H 0.416; H 0.478; H 0.396; H -0.184; H -0.033; H 0.477; H 0.171; H 0.364; H 0.411; H 0.424; H 0.331; H 0.202; H 0.381; H 0.394; H 0.367; H 0.484; H 0.095; H 0.467; H 0.343; H 0.412; H 0.485; H 0.378; H 0.223; H 0.649; H 0.290; H 0.151; H 0.373; H 0.197; H 0.457; H 0.662; H 0.384; H 0.486; H 0.414

***

Q: Look up the M of the second one.
A: 339.0 g mol⁻¹